DFT (the ωB97M-V functional and the def2-TZVPD basis) results for a structure of composition C15H24MnN4O5 at a distorted geometry.

XYZ file:
```
49
Properties=species:S:1:pos:R:3:forces:R:3
Mn 0.1234 0.0432 -0.2977 -0.1919 -2.6542 0.3072
O -0.1315 -2.5997 0.7101 0.2332 -0.7785 0.0744
O 1.7944 -0.1879 -2.8808 0.5534 -0.0314 0.1301
O -2.2342 4.4307 0.1465 -0.5002 0.4692 0.0625
O 1.8679 2.0397 -2.0263 0.2567 1.3872 -0.5303
O -2.7397 -1.1594 -0.4277 -0.1073 0.4925 0.9856
N 0.6748 -0.6065 -2.2512 -1.4726 0.1252 -0.1109
N -0.6182 0.3170 1.6354 -0.6645 0.7163 -1.2408
N -1.5446 -0.8183 -1.0923 -0.1034 0.0973 0.4612
N 1.8447 -0.3875 0.8921 0.4473 0.2619 -0.9251
C -0.3312 -1.0929 -3.0358 -0.1786 0.4220 1.5348
C -0.1193 0.1721 3.9947 -1.2246 0.5830 0.2166
C 0.2691 0.0650 2.6457 1.9542 -0.6993 -0.1720
C 3.0938 -0.6555 0.4506 0.2232 -0.1963 0.7307
C -0.1211 -1.4630 -4.4536 0.0360 -0.0035 -0.4693
C 2.6687 -0.5253 3.1595 0.8669 -0.2152 -0.3749
C 0.3598 1.9492 -0.7861 -0.9606 2.1583 -0.9935
C 3.9460 -0.8325 2.6977 -1.1602 0.3036 1.0324
C -2.8856 -1.6236 -2.9661 -0.1504 -0.2222 -0.7104
C -1.3926 0.6558 4.2915 1.5603 -0.5739 0.6237
C -1.5989 -1.1663 -2.3822 1.2077 0.1229 0.0607
C 4.1636 -0.8917 1.3225 -0.3773 0.0179 -1.3594
C -2.2481 1.0386 3.2539 -0.5191 0.2789 -1.9361
C -1.8172 0.8747 1.9319 0.0203 -0.1769 1.1837
C 1.6229 -0.2972 2.2350 -1.4343 0.2669 0.9251
H -3.6874 -0.8867 -2.8193 0.2763 -0.1283 0.0645
H -0.6076 -2.4161 -4.6841 0.1393 0.0529 0.0299
H -0.6874 -3.2131 0.1988 0.2399 0.4094 0.1760
H 0.6013 -0.0975 4.7634 -0.4188 0.1299 -0.0478
H 1.8916 0.9970 -2.5528 -0.0823 -0.7105 0.0568
H 1.6917 2.7301 -2.6935 0.1591 -0.3867 0.3709
H -3.2341 -2.5623 -2.5161 0.0858 0.1631 -0.0571
H -3.2397 1.4653 3.4179 0.3993 -0.1570 0.0859
H -1.6968 0.7731 5.3292 0.0335 -0.0821 -0.1850
H -0.0500 2.9491 -0.8349 -0.0392 0.2575 0.2791
H -2.4416 1.1844 1.0872 0.2319 -0.1214 0.2847
H 5.1406 -1.1214 0.9102 -0.1581 0.0652 0.0435
H -3.0213 4.6587 -0.3788 0.4467 -0.1685 0.2461
H -2.2642 5.0574 0.8892 0.0833 -0.3533 -0.3303
H -2.7609 -1.7761 -4.0445 -0.1073 -0.0341 0.2315
H 3.2237 -0.6941 -0.6307 -0.0819 0.0421 0.1666
H -0.1580 1.4323 -1.6244 0.6893 -0.3504 0.6716
H 0.6061 -3.1461 1.0433 -0.4636 0.4273 -0.2344
H -2.6012 -0.8476 0.4909 -0.0387 -0.3735 -0.6578
H 0.9500 -1.5316 -4.6609 -0.2563 0.0543 -0.0225
H 4.7521 -1.0062 3.4119 -0.1991 0.0517 -0.2409
H 2.4493 -0.4245 4.2161 0.2541 -0.1099 -0.1335
H -0.5746 -0.7153 -5.1182 0.2302 -0.0672 -0.0087
H 1.0716 1.9123 0.0328 0.2628 -0.7621 -0.2950
```
Forces are in eV/Å.

Properties
Orbital gap (spin up / spin down) ... 4.59 / 7.19 eV
Multiplicity ... 6
ΔE to the lowest compared entry with this formula, charge and spin ... 303.9 kJ/mol
HOMO level (spin up / spin down) ... -4.9 / -7.1 eV
Lowest unoccupied orbital energy (spin up / spin down) ... -0.335 / 0.122 eV

Atom charges from the natural (NBO) analysis, given in e for atoms 1 to 6:
1 Mn 1.287
2 O -0.949
3 O -0.642
4 O -0.942
5 O -0.903
6 O -0.579



DFT (the ωB97M-V functional and the def2-TZVPD basis) results for the molecule C15H24N2O2 at a distorted geometry.

XYZ file:
```
43
Properties=species:S:1:pos:R:3:forces:R:3
O -0.0821 1.5972 -2.5987 0.2519 2.4576 2.9426
O -0.1862 3.4850 -1.1893 0.5544 -1.0943 -0.9414
N -0.2843 -0.8844 -0.7755 0.3350 0.3645 0.9106
N 1.0852 -1.4187 3.3470 -0.1585 -2.4550 0.3965
C 0.4818 -1.5179 2.1158 0.0896 -0.9530 0.3684
C 0.6756 -0.3157 1.4583 -0.3306 0.7481 -0.4136
C 0.2755 0.1155 0.0866 -0.4765 1.5287 -0.5720
C -0.2575 4.3872 -2.2926 -2.1275 1.3425 0.6056
C -0.2158 -2.8305 1.8472 -0.8679 2.2817 -2.0942
C 0.0338 2.1594 -1.4682 -0.7469 -1.7101 -3.4891
C -1.5949 4.4046 -3.0866 1.5851 1.4820 -0.9891
C -1.7223 -0.7337 -1.1247 0.8531 -0.1137 -0.3549
C 0.8362 -3.0573 -1.2788 0.8640 1.6815 -0.5820
C 1.6335 -0.2017 3.5329 -0.6025 0.7745 1.1666
C 0.4038 1.4602 -0.2794 0.0196 -2.0523 2.4683
C 1.3315 0.5440 2.4065 0.5172 0.7308 1.4050
C 0.7074 -1.5182 -1.6546 -2.1138 -1.3485 -1.6437
C -2.4393 -2.0281 -1.5500 1.2268 0.6457 -2.3013
C 2.2631 0.2049 4.8829 0.3191 -0.6157 -1.3108
H -3.4118 -1.7328 -1.9362 -0.0848 -0.1369 -0.1560
H 1.5431 -3.5993 -1.8901 0.1788 -0.0088 -0.6079
H 1.3666 1.6537 2.4650 0.3547 -1.0709 -0.6131
H -1.3798 5.2101 -3.8888 -0.6175 -1.4207 0.9022
H -2.5654 -2.8743 -0.9430 -0.1468 -0.5799 1.9649
H -0.9068 -3.0902 2.6170 -0.3959 -0.1031 0.7646
H -0.1089 5.3805 -1.8223 -0.3920 -0.4778 -0.0764
H 2.6219 -0.6018 5.5591 -0.3623 0.0192 -0.8956
H -1.9193 3.4738 -3.5240 0.5316 -0.3599 -0.3383
H 1.6595 -0.9935 -1.7046 0.0635 -0.0678 0.6651
H 0.4889 -3.5984 1.6946 0.7162 -1.1288 -0.2549
H -0.0819 -3.6288 -1.2452 -0.3165 0.2928 0.0207
H -1.8561 -2.5234 -2.3675 -0.5424 0.7902 0.0386
H 3.1536 0.6563 4.4370 0.1196 0.8020 1.2156
H 1.3051 -3.0232 -0.3205 0.0626 -0.3281 0.9205
H 0.7415 2.1282 0.5062 0.0089 -0.1222 -0.0476
H 1.6207 0.8198 5.5245 0.3004 0.3217 -0.5619
H -0.8049 -2.6449 0.9057 0.5955 -0.6227 0.8950
H 0.5394 4.3538 -2.9788 1.2247 -1.0294 -0.7460
H 0.3275 -1.3683 -2.7064 0.2710 -0.4140 0.7465
H -1.8661 0.0243 -1.9346 0.1162 -0.5518 0.4067
H -2.4389 4.7507 -2.5407 -0.5081 0.4861 0.8858
H 1.2213 -2.2795 3.9468 -0.2420 1.8252 -0.9582
H -2.1941 -0.3449 -0.2319 -0.1271 0.1909 0.2583
```
Forces are in eV/Å.

Properties
Orbital gap ... 8.30 eV
ΔE to the lowest compared entry with this formula, charge and spin ... 490.1 kJ/mol
SMILES ... CCOC(=O)/C=C(/c1cc(C)[nH]c1C)N(CC)CC
HOMO level ... -7.8 eV
Lowest unoccupied orbital energy ... 0.464 eV

Atom charges from the natural (NBO) analysis, given in e for atoms 1 to 6:
1 O -0.632
2 O -0.506
3 N -0.528
4 N -0.511
5 C 0.172
6 C -0.122



DFT (the ωB97M-V functional and the def2-TZVPD basis) results for the molecule C15H24O2.

XYZ file:
```
41
Properties=species:S:1:pos:R:3:forces:R:3
O -0.6318 -0.9982 1.0551 -0.1786 -0.0275 0.1898
O 1.0359 -0.7225 2.6019 -0.0883 0.0390 0.2214
C -1.5385 0.7833 -0.2793 -0.1740 -0.2214 0.2781
C 2.6825 0.4160 0.0656 0.0345 -0.1445 -0.0951
C -3.3212 -0.8390 -0.4426 -0.0127 0.0255 -0.0140
C 1.4628 -0.5100 0.1926 -0.1527 0.0609 0.2456
C -2.9358 0.4669 0.2678 0.0047 0.0520 -0.0779
C -0.8971 -0.6161 -0.2881 -0.0893 0.1544 -0.9438
C -0.7400 1.7694 0.5218 -0.0218 0.1028 -0.1451
C 0.4802 -0.6131 -0.9827 -0.0435 -0.1782 0.1727
C -1.8881 -2.9611 -0.4517 0.0542 0.2391 -0.1706
C -1.9983 -1.5058 -0.8844 0.1181 -0.0557 0.3162
C 3.8626 -0.3619 -0.5215 -0.1093 0.1572 0.2536
C 2.4603 1.6764 -0.7691 0.0033 -0.1154 0.2878
C 0.0938 1.2111 1.6411 0.0518 -0.3878 0.1908
C -0.7781 3.0680 0.2611 -0.0338 -0.0099 0.0384
C 0.5143 -0.2459 1.4027 0.4621 0.2462 -0.2122
H 2.9496 0.7148 1.0861 0.0222 -0.0074 -0.0265
H 0.6328 -1.5327 -1.5471 0.0062 -0.0002 -0.0723
H 3.6094 -0.7441 -1.5084 -0.0079 -0.0633 -0.1502
H -0.5021 1.1924 2.5592 0.0691 -0.0413 -0.0003
H -3.8783 -1.4937 0.2254 -0.0974 -0.0558 -0.0282
H 3.2956 2.3579 -0.6220 0.0830 0.0931 -0.0317
H 1.8558 -1.5156 0.3908 -0.0929 0.0767 0.0499
H 0.9688 1.8302 1.8319 0.0242 0.0793 0.0052
H 2.4171 1.4312 -1.8284 -0.0373 0.0068 -0.1404
H -3.6440 1.2726 0.0821 -0.0040 0.0606 0.0677
H 0.9995 -1.6863 2.5816 0.0546 -0.0022 -0.0978
H 4.7306 0.2864 -0.6178 0.1329 0.0305 -0.0643
H 0.5545 0.2288 -1.6658 -0.0131 0.0300 -0.1152
H -3.9478 -0.6328 -1.3106 -0.0788 -0.0353 0.0123
H 1.5455 2.1908 -0.4934 -0.0265 0.1091 -0.0698
H -1.6366 1.1397 -1.3097 0.0616 -0.0487 -0.0116
H -2.8654 0.3033 1.3428 -0.0460 0.0590 0.0394
H -2.6956 -3.5442 -0.8883 -0.0520 -0.1019 -0.0253
H -1.9433 -3.0288 0.6309 -0.0291 -0.0770 0.0949
H -1.3865 3.4682 -0.5321 -0.1583 0.0370 -0.2060
H -1.9050 -1.4503 -1.9739 0.0443 0.0563 0.0506
H -0.2120 3.7807 0.8370 0.1665 0.1255 0.1551
H 4.1341 -1.2007 0.1156 0.0446 -0.1177 0.0312
H -0.9402 -3.3851 -0.7762 0.1093 -0.1496 -0.0026
```
Forces are in eV/Å.

Properties
Orbital gap ... 10.00 eV
ΔE to the lowest compared entry with this formula, charge and spin ... 0.0 kJ/mol
SMILES ... C=C1C[C@@]2(O)O[C@@]3(C[C@H]2C(C)C)[C@@H](C)CC[C@@H]13
HOMO level ... -9.2 eV
Lowest unoccupied orbital energy ... 0.825 eV

Atom charges from the natural (NBO) analysis, given in e for atoms 1 to 6:
1 O -0.568
2 O -0.714
3 C -0.297
4 C -0.219
5 C -0.405
6 C -0.243